Here is a structure of composition C11H18IrN2O4S2 from the OMol25 dataset. Energies are from the ωB97M-V functional and the def2-TZVPD basis.

The geometry in XYZ format:
```
38
C11H18IrN2O4S2 the ωB97M-V functional and the def2-TZVPD basis
Ir 0.111 -1.641 -1.446
N -1.429 -3.053 -1.477
C -1.310 -3.930 -0.278
C 0.048 -3.788 0.434
O 0.194 -4.386 1.483
O 0.925 -3.051 -0.157
H -2.326 -2.582 -1.477
H -1.378 -3.589 -2.335
H -1.455 -4.974 -0.550
H -2.080 -3.657 0.439
O 1.699 -0.346 -1.181
N 1.651 0.811 -1.861
C 2.705 1.641 -1.683
C 2.713 2.893 -2.222
C 1.604 3.303 -2.978
C 0.574 2.428 -3.188
C 0.594 1.130 -2.642
S -0.600 -0.056 -2.951
H 3.498 1.215 -1.087
H 3.568 3.533 -2.065
H 1.563 4.301 -3.393
H -0.287 2.699 -3.782
C -1.807 2.823 2.076
C -1.743 1.304 2.101
S -0.541 0.687 0.886
O -1.181 -0.543 0.290
C 0.745 0.079 2.010
C 0.314 -1.116 2.843
H -2.535 3.181 2.803
H -2.098 3.187 1.091
H -0.841 3.266 2.327
H -2.680 0.843 1.789
H -1.486 0.922 3.088
H 1.052 0.943 2.605
H 1.559 -0.188 1.336
H -0.323 -0.832 3.682
H 1.195 -1.616 3.243
H -0.212 -1.841 2.227
```

Output
2S+1   2
<S²>   0.752
Highest occupied orbital energy (spin up / spin down)   -7.225 / -7.032 eV
Charge   0
Energy above the lowest of the compared OMol25 structures with the same formula, charge and spin   28.14 kJ/mol

=====

Here is the molecule C11H18N2 from the OMol25 dataset. Energies are from the ωB97M-V functional and the def2-TZVPD basis.

The geometry in XYZ format:
```
31
C11H18N2 the ωB97M-V functional and the def2-TZVPD basis
C 0.181 2.828 -0.112
C 1.196 1.715 0.234
C 1.138 0.652 -0.833
C 2.009 -0.498 -0.724
C 1.927 -1.140 0.574
C 0.809 -2.115 0.457
N -0.430 -1.485 0.355
C -1.172 -1.618 -0.785
C -2.354 -0.958 -1.031
C -2.618 -0.009 -0.021
N -3.889 0.321 -0.060
C -1.739 0.288 1.039
C -0.767 -0.580 1.247
H -0.326 3.430 0.743
H 0.839 3.569 -0.900
H -0.679 2.242 -0.793
H 0.834 1.463 1.246
H 2.140 2.144 0.245
H 1.369 0.852 -1.811
H 0.052 0.325 -0.839
H 1.773 -1.279 -1.566
H 2.970 -0.148 -0.890
H 1.771 -0.400 1.284
H 2.871 -1.646 0.971
H 1.030 -2.772 -0.407
H 0.884 -2.863 1.319
H -0.733 -2.209 -1.645
H -2.904 -1.375 -1.927
H -3.951 1.014 0.632
H -2.069 0.770 1.937
H -0.163 -0.515 2.060
```

Output
2S+1   1
Highest occupied orbital energy   -7.465 eV
SMILES string   CCCCCCn1ccc(=N)cc1
Charge   0
Energy above the lowest of the compared OMol25 structures with the same formula, charge and spin   381.63 kJ/mol

=====

Here is a cluster of 3 separate species, C11H18N2S in total from the OMol25 dataset. Energies are from the ωB97M-V functional and the def2-TZVPD basis.

The geometry in XYZ format:
```
32
C11H18N2S the ωB97M-V functional and the def2-TZVPD basis
C 4.866 -1.840 0.139
C 3.751 -0.808 -0.018
C 2.392 -1.215 -0.251
C 1.475 -0.198 -0.536
C 1.765 1.165 -0.455
C -0.744 2.120 0.861
C -1.818 1.401 0.241
C -2.882 -0.431 -1.177
C -4.206 -0.579 -0.407
C 3.094 1.518 -0.039
C 4.019 0.583 0.130
H 5.418 -1.578 1.141
H 5.548 -1.795 -0.753
H 4.400 -2.902 0.328
H 2.140 -2.327 -0.331
H 0.451 -0.507 -0.651
H -1.051 3.053 1.417
H -0.357 1.647 1.776
H -2.731 1.404 0.796
H -1.948 2.010 -0.618
H -1.625 -0.640 0.468
H -2.502 -1.435 -1.678
H -3.195 0.445 -1.856
H -4.479 0.450 -0.184
H -4.816 -0.929 -1.259
H -4.736 -0.690 1.917
H -5.027 -2.675 0.695
H 3.190 2.638 -0.067
H 5.025 0.904 0.262
N -1.760 -0.003 -0.271
N -4.206 -1.354 0.805
S 0.550 2.567 -0.426
```

Output
2S+1   1
Highest occupied orbital energy   -8.146 eV
Charge   0
Energy above the lowest of the compared OMol25 structures with the same formula, charge and spin   587.67 kJ/mol

=====

Here is a structure of composition C11H18N3 from the OMol25 dataset. Energies are from the ωB97M-V functional and the def2-TZVPD basis.

The geometry in XYZ format:
```
32
C11H18N3 the ωB97M-V functional and the def2-TZVPD basis
C 1.121 0.879 -3.994
C 1.655 1.567 -2.934
C -0.173 0.387 -3.916
C 1.045 1.557 -1.689
C -0.794 0.252 -2.681
C -0.163 0.783 -1.506
C 0.152 -2.360 0.036
C 0.036 -1.146 0.608
C -0.928 -1.671 2.835
C 1.359 -0.965 2.440
C -0.704 0.521 -0.160
N -1.658 1.947 1.543
N -0.500 1.389 0.919
N -0.036 -0.892 1.972
H 1.648 1.035 -4.987
H 2.642 1.900 -2.839
H -0.702 -0.211 -4.657
H 1.389 2.095 -0.818
H -1.788 -0.256 -2.423
H 0.368 -3.318 0.513
H 0.178 -2.491 -0.997
H -0.531 -1.538 3.879
H -1.994 -1.344 2.764
H -0.987 -2.740 2.737
H 1.320 -0.317 3.287
H 1.598 -2.065 2.717
H 2.041 -0.476 1.642
H -1.696 0.214 -0.237
H -1.448 2.426 2.364
H -2.116 2.551 0.872
H 0.099 2.199 0.745
H -0.431 0.085 1.964
```

Output
2S+1   1
Highest occupied orbital energy   -12.119 eV
Charge   +1
Energy above the lowest of the compared OMol25 structures with the same formula, charge and spin   451.29 kJ/mol

=====

Here is a structure of composition C11H18N3O from the OMol25 dataset. Energies are from the ωB97M-V functional and the def2-TZVPD basis.

The geometry in XYZ format:
```
33
C11H18N3O the ωB97M-V functional and the def2-TZVPD basis
C 0.027 -1.727 1.341
C 4.609 2.085 0.155
C 3.544 1.393 -0.253
C 2.959 0.194 0.241
C -2.373 1.852 0.042
C -3.716 1.080 0.294
C -1.191 1.009 0.444
C -3.614 -0.191 -0.496
C -1.218 -0.279 -0.316
C 1.195 -1.360 -0.209
C 1.187 -2.299 -1.326
N 1.967 -0.212 -0.409
N -0.236 -1.106 0.206
N 1.294 -2.055 1.135
O -2.498 -1.047 -0.300
H -0.482 -1.935 2.253
H 4.758 2.816 -0.543
H 5.174 1.935 1.181
H 2.905 1.832 -1.118
H 3.550 -0.290 1.104
H -2.263 2.141 -1.041
H -2.273 2.681 0.559
H -3.531 0.731 1.356
H -4.664 1.560 0.203
H -0.240 1.506 0.297
H -1.227 0.742 1.542
H -4.450 -0.931 -0.317
H -3.699 0.092 -1.631
H -1.023 -0.049 -1.337
H 0.613 -3.215 -1.186
H 2.235 -2.605 -1.498
H 0.880 -1.757 -2.176
H 1.801 -2.592 1.804
```

Output
2S+1   1
Highest occupied orbital energy   -13.167 eV
Charge   +1
Energy above the lowest of the compared OMol25 structures with the same formula, charge and spin   241.61 kJ/mol

=====

Here is the molecule C11H18N6O2 from the OMol25 dataset. Energies are from the ωB97M-V functional and the def2-TZVPD basis.

The geometry in XYZ format:
```
37
C11H18N6O2 the ωB97M-V functional and the def2-TZVPD basis
C -4.249 -1.903 -0.665
C -3.595 -0.749 -1.416
C -3.838 0.614 -0.764
C -3.277 0.732 0.656
N -1.855 0.477 0.701
C -0.967 1.469 0.787
O -1.245 2.636 0.956
N 0.417 1.090 0.694
C 1.352 2.195 0.804
C 0.897 -0.162 0.556
N 0.086 -1.225 0.548
N 0.499 -2.423 0.813
C 1.768 -2.579 1.131
N 2.683 -1.685 0.793
C 2.289 -0.492 0.387
C 3.277 0.270 -0.438
O 2.947 1.062 -1.301
N 4.551 -0.042 -0.136
C 5.672 0.480 -0.873
H -3.783 -2.057 0.304
H -4.147 -2.824 -1.234
H -5.309 -1.709 -0.515
H -2.522 -0.931 -1.500
H -3.999 -0.713 -2.431
H -4.911 0.809 -0.721
H -3.379 1.388 -1.382
H -3.776 0.025 1.324
H -3.439 1.746 1.028
H -1.520 -0.467 0.525
H 2.183 1.915 1.454
H 0.810 3.036 1.231
H 1.740 2.476 -0.176
H 2.088 -3.520 1.546
H 4.701 -0.802 0.512
H 6.395 0.932 -0.193
H 6.164 -0.307 -1.448
H 5.291 1.237 -1.557
```

Output
2S+1   1
Highest occupied orbital energy   -9.132 eV
SMILES string   CCCCNC(=O)N(C)c1nncnc1C(=O)NC
Charge   0
Energy above the lowest of the compared OMol25 structures with the same formula, charge and spin   18.56 kJ/mol

=====

Here is a cluster of 2 separate species, C11H18O in total from the OMol25 dataset. Energies are from the ωB97M-V functional and the def2-TZVPD basis.

The geometry in XYZ format:
```
30
C11H18O the ωB97M-V functional and the def2-TZVPD basis
C 2.619 1.692 -0.757
C 1.263 1.066 -0.420
C 1.428 -0.446 -0.239
C 0.726 1.680 0.876
C 0.277 1.339 -1.561
H 3.341 1.503 0.056
H 2.516 2.782 -0.891
H 3.020 1.259 -1.690
H 2.136 -0.658 0.579
H 0.458 -0.911 0.004
H 1.815 -0.902 -1.166
H 0.601 2.770 0.761
H -0.252 1.239 1.132
H 1.425 1.491 1.708
H 0.147 2.425 -1.703
H 0.651 0.903 -2.502
H -0.706 0.894 -1.332
O -2.727 0.841 0.206
C -2.138 -0.384 0.391
C -2.048 -1.221 -0.722
C -1.460 -2.477 -0.595
C -0.961 -2.906 0.636
C -1.054 -2.065 1.744
C -1.641 -0.805 1.625
H -2.722 1.322 1.070
H -2.445 -0.869 -1.684
H -1.393 -3.131 -1.474
H -0.498 -3.897 0.731
H -0.665 -2.389 2.718
H -1.714 -0.144 2.499
```

Output
2S+1   1
Highest occupied orbital energy   -8.821 eV
SMILES string   CC(C)(C)C.Oc1ccccc1
Charge   0
Energy above the lowest of the compared OMol25 structures with the same formula, charge and spin   0.00 kJ/mol